Entry 1:
The following is a DFT calculation (ωB97M-V/def2-TZVPD) of a structure of composition C2H3N4.

Last column: Mulliken charge in e.
Geometry (Å):
C (-1.870158, 0.406850, 0.051838)  0.5470
C (-0.499910, -1.048854, -0.071327)  0.0681
N (-1.793624, -0.855470, 0.125660)  -0.2287
N (-0.815925, 1.152838, 0.157202)  -0.5819
N (0.120981, 0.119651, 0.105992)  0.8760
N (1.347315, 0.444430, 0.044263)  -0.7065
H (-0.069782, -2.083188, 0.040747)  0.3700
H (1.865976, 0.521543, -0.831638)  0.2972
H (1.715126, 1.342201, 0.377261)  0.3589

Cartesian forces (eV/Å) of the 3 atoms listed first:
C 2.600 -0.403 -0.041
C 0.350 -3.420 1.259
N -1.707 0.272 -0.354

Values from the calculation:
* E: -8068.91468 eV
* HOMO-LUMO gap (spin up / spin down): 7.0 / 8.2 eV
* charge: +1
* E_HOMO (spin up / spin down): -16.168 / -16.459 eV
* energy relative to the best compared isomer or geometry (same formula, charge and spin): 257.9 kJ/mol

=====

Entry 2:
The following is a DFT calculation (ωB97M-V/def2-TZVPD) of the ion C2H3N4 with charge +1.

Last column: Mulliken charge in e.
Geometry (Å):
N (2.131940, 1.267329, -0.136033)  -0.3027
C (1.766305, 0.170250, -0.069332)  0.4841
N (1.151388, -0.967109, 0.018756)  -0.3339
C (-0.119516, -1.303831, 0.047835)  0.1154
N (-0.882279, -0.290158, -0.321049)  0.0611
N (-1.089690, 0.817225, 0.041179)  -0.0535
H (-0.534716, -2.363970, 0.171183)  0.3468
H (-1.542180, 1.518307, -0.754058)  0.3848
H (-0.881251, 1.151961, 1.001517)  0.2980

Cartesian forces (eV/Å) of the 3 atoms listed first:
N 0.337 -0.141 0.020
C -0.972 1.484 -0.167
N -1.765 -3.477 0.570

Values from the calculation:
* E: -8070.59354 eV
* HOMO-LUMO gap: 8.0 eV
* SMILES string: N#C/N=C\N=[NH2+]
* charge: +1
* E_HOMO: -15.529 eV
* energy relative to the best compared isomer or geometry (same formula, charge and spin): 95.9 kJ/mol

=====

Entry 3:
The following is a DFT calculation (ωB97M-V/def2-TZVPD) of the ion C2H3N4O with charge +1.

Last column: Mulliken charge in e.
Geometry (Å):
O (-2.316383, 0.337520, 0.007502)  -0.5557
N (-1.124465, 0.375948, 0.001476)  0.7298
C (-0.219383, -0.603265, -0.000549)  -0.0603
C (1.158967, -0.308989, 0.009858)  -0.0259
N (1.699258, 0.857051, 0.008112)  -0.2719
N (0.631271, 2.036073, -0.006064)  -0.2829
N (-0.543136, 1.702683, 0.002117)  0.2762
H (-0.584473, -1.622620, -0.016847)  0.4406
H (1.869794, -1.132166, 0.015412)  0.4119
H (-1.265947, 2.452304, -0.000225)  0.3382

Cartesian forces (eV/Å) of the 3 atoms listed first:
O -0.830 0.097 -0.023
N 1.228 -0.553 0.044
C -0.375 -0.117 -0.029

Values from the calculation:
* E: -10116.82400 eV
* HOMO-LUMO gap: 8.9 eV
* SMILES string: O=[n+]1ccnn[nH]1
* charge: +1
* E_HOMO: -15.752 eV
* energy relative to the best compared isomer or geometry (same formula, charge and spin): 571.5 kJ/mol

=====

Entry 4:
The following is a DFT calculation (ωB97M-V/def2-TZVPD) of the ion C2H3N4O with charge +1.

Last column: Mulliken charge in e.
Geometry (Å):
C (1.324875, 0.945745, 0.502866)  0.1648
N (1.437383, -0.185674, 0.711164)  0.0259
N (0.744671, -1.292519, 0.413798)  0.0814
N (-0.492292, -1.150118, 0.122764)  0.0241
N (-0.961576, -0.013729, -0.037380)  -0.1431
C (-2.340391, -0.026556, -0.213984)  0.1364
O (-3.112190, -0.170281, 0.653068)  -0.3285
H (1.283453, 1.972945, 0.839729)  0.4102
H (1.086540, -2.213842, 0.516438)  0.2962
H (-2.549760, 0.094036, -1.256985)  0.3326

Cartesian forces (eV/Å) of the 3 atoms listed first:
C -0.894 1.131 0.993
N 0.620 -1.655 -0.879
N 1.654 1.184 0.579

Values from the calculation:
* E: -10117.51234 eV
* HOMO-LUMO gap (spin up / spin down): 8.6 / 8.6 eV
* SMILES string: C#[N+]N/N=N/C=O
* charge: +1
* E_HOMO (spin up / spin down): -15.007 / -15.008 eV
* energy relative to the best compared isomer or geometry (same formula, charge and spin): 505.1 kJ/mol

=====

Entry 5:
The following is a DFT calculation (ωB97M-V/def2-TZVPD) of the molecule C2H3N5O.

Last column: Mulliken charge in e.
Geometry (Å):
H (1.017521, -2.713789, -0.162861)  0.2536
N (1.186913, -1.733323, -0.745546)  -0.5483
C (0.376345, -0.674220, -0.449265)  0.3791
N (0.933809, 0.516282, -1.124505)  0.0112
N (0.613458, 1.666393, -0.922950)  -0.2384
N (-0.191665, 2.010987, 0.233835)  -0.2749
C (-0.772390, 0.893866, 0.745715)  -0.0347
N (-0.727061, -0.550087, 0.324787)  0.0886
O (-1.166222, -1.476962, 1.273398)  -0.3999
H (-1.477844, 1.042012, 1.644703)  0.3680
H (-0.541805, -1.202157, 2.192923)  0.3956

Cartesian forces (eV/Å) of the 3 atoms listed first:
H -0.253 3.492 -1.739
N -3.021 0.664 2.858
C 5.277 -4.807 -1.468

Values from the calculation:
* E: -11613.88229 eV
* HOMO-LUMO gap: 8.6 eV
* SMILES string: [H]/N=c1/nnncn1O
* charge: 0
* E_HOMO: -9.744 eV
* energy relative to the best compared isomer or geometry (same formula, charge and spin): 670.3 kJ/mol

=====

Entry 6:
The following is a DFT calculation (ωB97M-V/def2-TZVPD) of the molecule C2H3N5O.

Last column: Mulliken charge in e.
Geometry (Å):
N (-2.464613, 0.289771, 0.364209)  -0.4539
N (-1.612779, -0.601039, 0.025586)  -0.2075
C (-0.431289, -0.213710, -0.131347)  0.4361
N (-0.022982, 1.143395, -0.264807)  -0.1240
N (1.273979, 1.346827, -0.181544)  -0.3010
N (1.913094, 0.308027, 0.411523)  -0.0962
C (1.505730, -0.871712, 0.273860)  0.1095
O (0.471900, -1.270023, -0.521628)  -0.2709
H (-2.407769, 1.192455, -0.163031)  0.2718
H (-3.475001, -0.219114, 0.116817)  0.2972
H (2.054030, -1.709491, 0.879390)  0.3390

Cartesian forces (eV/Å) of the 3 atoms listed first:
N -7.590 0.971 -1.026
N 2.915 -2.057 0.002
C 0.662 -0.447 -1.518

Values from the calculation:
* E: -11615.48308 eV
* HOMO-LUMO gap: 8.0 eV
* SMILES string: N/N=c1\nnnco1
* charge: 0
* E_HOMO: -9.119 eV
* energy relative to the best compared isomer or geometry (same formula, charge and spin): 515.9 kJ/mol

=====

Entry 7:
The following is a DFT calculation (ωB97M-V/def2-TZVPD) of the molecule C2H3N5O.

Last column: Mulliken charge in e.
Geometry (Å):
H (1.745076, -1.499117, 0.038839)  0.3617
N (2.580136, -0.914558, 0.018616)  -0.6559
C (2.258504, 0.322136, 0.018341)  0.0056
N (0.990495, 0.949066, -0.049716)  -0.1723
C (-0.206853, 0.336171, -0.009253)  0.6100
N (-1.364334, 1.043434, 0.048951)  -0.2967
N (-2.324926, 0.218835, 0.002399)  -0.0763
O (-1.780523, -0.995466, -0.012505)  -0.0103
N (-0.433406, -0.937539, -0.014498)  -0.3419
H (3.073762, 1.036595, -0.000936)  0.3479
H (0.979681, 1.961739, -0.032663)  0.2282

Cartesian forces (eV/Å) of the 3 atoms listed first:
H 0.045 -0.186 -0.096
N -0.941 1.199 0.263
C 0.278 -0.876 -0.429

Values from the calculation:
* E: -11617.65841 eV
* HOMO-LUMO gap: 10.2 eV
* SMILES string: [H]/N=C\Nc1nnon1
* charge: 0
* E_HOMO: -10.094 eV
* energy relative to the best compared isomer or geometry (same formula, charge and spin): 306.0 kJ/mol

=====

Entry 8:
The following is a DFT calculation (ωB97M-V/def2-TZVPD) of a structure of composition C2H3N5O.

Last column: Mulliken charge in e.
Geometry (Å):
C (0.230749, -0.669062, 1.130605)  0.2043
C (0.402841, 2.069782, -0.816648)  0.0551
H (-1.788343, -2.999372, 0.182581)  0.3726
H (0.815384, -0.407662, 1.951367)  0.4063
H (0.601138, 3.087986, -1.246321)  0.3622
N (-0.255251, -1.904193, 1.158398)  -0.3253
N (0.212032, 0.327656, 0.192610)  0.9171
N (0.732067, 1.523203, 0.340846)  -0.9392
N (0.014224, 1.154602, -1.781488)  -0.4742
N (-0.139769, 0.070971, -1.053283)  -0.1762
O (-0.825073, -2.253912, -0.058668)  -0.4025

Cartesian forces (eV/Å) of the 3 atoms listed first:
C -0.920 -3.853 0.748
C 1.864 1.071 -2.546
H 4.737 3.339 -0.756

Values from the calculation:
* E: -11615.32341 eV
* HOMO-LUMO gap: 9.8 eV
* charge: 0
* E_HOMO: -9.838 eV
* energy relative to the best compared isomer or geometry (same formula, charge and spin): 531.3 kJ/mol

=====

Entry 9:
The following is a DFT calculation (ωB97M-V/def2-TZVPD) of a structure of composition C2H3N5O.

Last column: Mulliken charge in e.
Geometry (Å):
C (-1.586066, -0.819143, 0.048176)  0.1060
C (1.016346, -0.585185, 0.066793)  0.4505
H (-2.852452, 0.699403, 0.002077)  0.2743
H (-1.415570, -1.911182, 0.291361)  0.3245
H (2.764848, -1.268265, 0.380488)  0.3458
N (-2.727466, -0.262160, 0.203849)  -0.5823
N (-0.302367, -0.177076, -0.316097)  0.0423
N (0.861857, 1.586882, 0.017028)  -0.0389
N (1.600015, 0.615022, 0.362305)  -0.2782
N (1.688531, -1.655153, -0.187895)  -0.5755
O (-0.365313, 1.269175, -0.239759)  -0.0683

Cartesian forces (eV/Å) of the 3 atoms listed first:
C 0.038 0.745 0.711
C -0.972 -0.538 -1.764
H 0.435 1.165 -0.279

Values from the calculation:
* E: -11614.76788 eV
* HOMO-LUMO gap: 9.3 eV
* charge: 0
* E_HOMO: -9.959 eV
* energy relative to the best compared isomer or geometry (same formula, charge and spin): 584.9 kJ/mol

=====

Entry 10:
The following is a DFT calculation (ωB97M-V/def2-TZVPD) of the molecule C2H3N5O.

Last column: Mulliken charge in e.
Geometry (Å):
N (-1.667263, -0.934914, 0.338770)  -0.3382
C (-1.204225, 0.204404, -0.208419)  0.4779
O (-1.681251, 1.303530, -0.194837)  -0.4943
N (0.328736, 0.188985, -0.211075)  0.4919
C (1.367002, 1.120527, 0.104024)  0.0414
N (2.450239, 0.534333, 0.270057)  -0.2908
N (2.184657, -0.797980, -0.145039)  -0.3298
N (0.865595, -0.923861, -0.455120)  -0.4246
H (-1.242412, -1.696037, 0.367414)  0.2409
H (-2.660271, -1.210371, 0.167945)  0.2712
H (1.259195, 2.211381, -0.033719)  0.3545

Cartesian forces (eV/Å) of the 3 atoms listed first:
N -7.290 6.327 -1.350
C 2.643 2.471 2.770
O -0.856 -0.665 -1.232

Values from the calculation:
* E: -11617.75863 eV
* HOMO-LUMO gap: 10.9 eV
* SMILES string: NC(=O)n1cnnn1
* charge: 0
* E_HOMO: -10.663 eV
* energy relative to the best compared isomer or geometry (same formula, charge and spin): 296.3 kJ/mol